# 1
Entry from the Open Molecules 2025 dataset: 2 unconnected molecules or ions with the total composition C3H3FN2 at a distorted geometry (wB97M-V/def2-TZVPD).

For the orbital gap, the calculation gives 9.895 eV. Its HOMO energy is -0.345 Ha. Its energy above the lowest of the compared OMol25 structures with the same formula, charge and spin is 3.287 eV. The value obtained for the lowest unoccupied orbital energy is 0.50 eV. As for the total energy: -8853.792 eV. As for the SMILES: C#CN=C=N.F.

Structure (XYZ):
```
9
C3H3FN2, DFT wB97M-V/def2-TZVPD
C 1.34069 -2.16440 0.07863
C 0.81359 -1.07061 0.14197
N 0.13019 0.05774 0.12890
C -0.08445 1.11347 0.66258
N -0.09442 2.25849 0.95549
H 1.73303 -3.03488 -0.35256
H -0.67142 3.06706 0.91301
F -1.68580 -0.26465 -1.68556
H -1.48141 0.03777 -0.84248
```

# 2
Entry from the Open Molecules 2025 dataset: a molecular structure, C19H44N3O2P2Y at a distorted geometry (wB97M-V/def2-TZVPD).

For the orbital gap, the calculation gives 7.682 eV. The total charge is +2. Its HOMO energy is -0.506 Ha. Its energy above the lowest of the compared OMol25 structures with the same formula, charge and spin is 0.752 eV. The value obtained for the lowest unoccupied orbital energy is -6.09 eV. As for the total energy: -48590.098 eV.

Structure (XYZ):
```
71
C19H44N3O2P2Y, DFT wB97M-V/def2-TZVPD
Y -0.09128 0.01472 0.32201
P 1.36439 2.22023 -0.02126
P -1.97386 -1.75067 -0.35871
N -1.49209 1.43188 -1.23099
C -0.05918 3.34269 -0.38470
H -0.06609 4.10889 0.40582
H 0.17046 3.88888 -1.31305
C -1.48392 2.73529 -0.51182
H -1.92652 2.53021 0.47244
H -2.14137 3.49404 -0.97621
C -2.81426 0.77898 -1.60250
H -2.75220 0.41637 -2.64266
H -3.61581 1.53782 -1.62491
C -3.17917 -0.37461 -0.62629
H -4.12039 -0.84713 -0.93679
H -3.37717 0.07090 0.36440
C -2.35219 -2.91280 1.04303
C -1.69252 -2.47007 2.35341
H -2.17745 -1.60494 2.81440
H -0.62396 -2.24819 2.21224
H -1.71061 -3.28241 3.08896
C -1.67847 -2.58665 -1.95546
C -0.39319 -3.44174 -1.97068
H 0.11440 -3.36071 -2.94214
H -0.60357 -4.50191 -1.79835
H 0.35342 -3.12042 -1.23077
C 2.68952 2.32803 -1.28686
C 3.97891 1.59546 -0.89561
H 4.59039 1.39065 -1.78036
H 3.79723 0.60968 -0.45188
H 4.60484 2.15940 -0.20281
C 2.03993 2.57089 1.65938
C 2.94263 1.47371 2.23309
H 3.04252 1.62021 3.31638
H 3.95096 1.50617 1.80560
H 2.56550 0.45216 2.08561
C 1.83030 -1.61462 0.53091
C -3.00360 -3.27912 -2.28845
H -3.75234 -3.26147 -1.48046
H -3.48385 -2.78415 -3.13958
H -2.86232 -4.32585 -2.56484
C 2.80880 3.79617 -1.70749
H 3.84150 4.11441 -1.85833
H 2.29344 3.97592 -2.65855
H 2.36759 4.50998 -1.00115
C 2.68471 3.93881 1.62911
H 3.02052 4.21112 2.63290
H 3.55918 3.97105 0.97261
H 1.97973 4.71437 1.31196
C -1.90097 -4.32331 0.70052
H -0.81765 -4.34034 0.56227
H -2.10335 -4.99744 1.53592
H -2.36778 -4.75773 -0.18643
H -3.44069 -2.85549 1.15643
H 1.13866 2.63487 2.29000
H -1.51587 -1.77587 -2.68567
H 2.26009 1.74597 -2.11853
O 2.71161 -2.36023 0.61674
H -0.95142 1.54878 -2.09469
H 0.59523 -0.36425 -1.45218
C 1.11934 -0.98176 3.98236
N 0.06693 -0.05638 4.40594
C -0.73116 0.62484 3.57882
N -1.70232 1.39784 4.08352
O -0.62474 0.57158 2.29726
H 1.18082 -1.05948 2.89521
H 0.91698 -1.98821 4.36981
H 2.09301 -0.63240 4.34558
H -0.13300 0.08099 5.39519
H -2.31166 1.86539 3.42209
H -1.88223 1.50395 5.07693
```

# 3
Entry from the Open Molecules 2025 dataset: a molecular structure, C23H13F10N2O2ReS4Te at a distorted geometry (wB97M-V/def2-TZVPD).

Its expectation value of S² is 1.00. For the orbital gap (spin up / spin down), the calculation gives 5.239 / 5.652 eV. The total charge is +1. Its HOMO energy (spin up / spin down) is -0.409 / -0.409 Ha. Its energy above the lowest of the compared OMol25 structures with the same formula, charge and spin is 3.752 eV. The value obtained for the lowest unoccupied orbital energy (spin up / spin down) is -5.89 / -5.48 eV. As for the total energy: -111066.565 eV. The spin multiplicity is 2.

Structure (XYZ):
```
56
C23H13F10N2O2ReS4Te, DFT wB97M-V/def2-TZVPD
Re 0.83429 -0.25816 -0.57557
F 3.17014 2.67274 -1.02685
Te 3.57229 1.42484 0.33292
F 4.26911 2.95366 1.13707
F 1.49986 -0.14572 2.82725
F 5.01765 1.15668 -0.86766
F 1.70607 1.93816 0.74360
O 2.39604 0.30241 -1.10237
S 0.37873 -0.11318 -3.11461
C 1.32835 1.33798 -3.24199
N 2.61702 1.23316 -3.63547
C 3.44672 2.29218 -3.69934
C 2.96709 3.52285 -3.38302
C 1.64271 3.58465 -2.95661
N 0.84136 2.52330 -2.89452
H 2.97590 0.30276 -3.80074
H 4.47379 2.10012 -3.97353
H 3.60795 4.39166 -3.39598
H 1.20710 4.52236 -2.62961
F 3.72733 -1.92280 -0.26971
C 2.98461 -1.99983 0.83174
C 1.73234 -1.41177 0.91073
C 1.16732 -1.37758 2.35723
F -0.16246 -1.48701 2.39752
C 1.73344 -2.36250 3.35359
F 1.06645 -2.53609 4.45004
C 2.89416 -2.95943 3.12310
F 3.46878 -3.76981 3.99110
C 3.54427 -2.73212 1.86187
F 4.69955 -3.26945 1.69478
O -0.84707 -0.46771 -0.08431
C -2.26271 -0.45772 0.30633
C -3.08387 -0.25137 -0.95222
C -2.90392 0.71771 -1.89044
C -3.89044 0.66816 -2.91323
C -4.79641 -0.32591 -2.70794
S -4.45164 -1.22294 -1.29982
C -2.54968 -1.80636 0.93224
C -2.12489 -3.00901 0.44783
C -2.53609 -4.10410 1.25684
C -3.26338 -3.69645 2.33083
S -3.44508 -2.00077 2.37819
C -2.45383 0.71978 1.24812
C -1.49862 1.50252 1.82095
C -2.05082 2.54601 2.62331
C -3.40353 2.52792 2.62327
S -4.02955 1.26987 1.65005
H -2.10818 1.45200 -1.84709
H -3.92541 1.34616 -3.75674
H -5.65460 -0.58310 -3.31246
H -1.54232 -3.10867 -0.46171
H -2.30715 -5.14080 1.04330
H -3.71878 -4.30582 3.09848
H -0.43043 1.36184 1.69779
H -1.45552 3.26054 3.17648
H -4.07403 3.19416 3.14698
```

# 4
Entry from the Open Molecules 2025 dataset: a single C6H9NO3 molecule at a distorted geometry (wB97M-V/def2-TZVPD).

For the orbital gap, the calculation gives 10.200 eV. Its HOMO energy is -0.346 Ha. Its energy above the lowest of the compared OMol25 structures with the same formula, charge and spin is 3.907 eV. The value obtained for the lowest unoccupied orbital energy is 0.78 eV. As for the total energy: -13996.702 eV. As for the SMILES: CO[C@]1(C)O[C@@]1(C#N)OC.

Structure (XYZ):
```
19
C6H9NO3, DFT wB97M-V/def2-TZVPD
C 2.48439 1.04402 -0.94198
O 1.83187 0.87197 0.31471
C 0.79090 0.07338 0.37464
C 0.67214 -0.41120 1.75619
O 0.17604 -0.65776 -0.65152
C -0.64674 0.49956 -0.18218
C -0.79894 1.56023 -1.08983
N -0.85011 2.52293 -1.76065
O -1.70180 0.16852 0.54156
C -2.73797 -0.45978 -0.18308
H 2.38068 0.13457 -1.55697
H 3.47461 1.20263 -0.69284
H 2.18854 1.90672 -1.52862
H 1.63574 -0.69657 2.03832
H 0.08672 -1.34810 1.87410
H 0.08720 0.21641 2.50395
H -2.84502 0.19960 -1.25019
H -3.69206 -0.34989 0.31113
H -2.41815 -1.49658 -0.51668
```